1.
Molecular formula: C23H24Cl2CrN9O3
Method: DFT, ωB97M-V/def2-TZVPD

ORCA input file:
```
! wB97M-V def2-TZVPD RIJCOSX def2/J DEFGRID3
* xyz 0 4
Cr 0.840 0.226 0.103
Cl -0.298 6.906 -0.867
C -0.553 5.189 -0.776
C 0.375 4.419 -0.073
C 0.206 3.053 0.002
N 1.030 2.119 0.646
C 1.737 2.403 1.749
O 2.112 3.485 2.176
C 1.944 1.147 2.576
C 2.605 1.191 3.787
C 2.680 0.034 4.541
C 2.084 -1.120 4.057
C 1.438 -1.079 2.835
N 1.367 0.034 2.106
C -0.922 2.436 -0.575
C -1.821 3.208 -1.291
C -1.630 4.585 -1.392
Cl -2.794 5.506 -2.296
N -1.038 1.060 -0.376
C -1.557 0.333 -1.419
O -2.659 -0.157 -1.534
C -0.512 0.123 -2.512
C -0.812 -0.165 -3.826
C 0.236 -0.254 -4.732
C 1.532 -0.078 -4.281
C 1.748 0.168 -2.933
N 0.740 0.276 -2.074
H 1.230 4.887 0.391
H 3.032 2.134 4.097
H 3.190 0.031 5.496
H 2.108 -2.045 4.616
H 0.942 -1.949 2.431
H -2.697 2.757 -1.741
H -1.847 -0.294 -4.113
H 0.041 -0.455 -5.778
H 2.374 -0.130 -4.957
H 2.736 0.272 -2.504
C -3.725 -3.294 -0.359
N -3.262 -2.503 0.781
C -4.219 -1.530 1.279
C -1.938 -2.149 0.903
N -1.433 -1.085 1.366
N -1.063 -3.191 0.503
C 0.217 -3.030 0.056
N 0.930 -4.209 0.021
N 0.718 -1.901 -0.295
H -4.725 -3.661 -0.134
H -3.084 -4.155 -0.530
H -3.765 -2.702 -1.275
H -5.204 -1.991 1.284
H -4.250 -0.626 0.660
H -3.968 -1.256 2.303
H -2.109 -0.334 1.453
H -1.294 -4.101 0.869
H 0.429 -5.077 -0.061
H 1.813 -4.184 -0.459
H 1.676 -1.996 -0.627
C 3.836 0.567 0.154
O 2.695 -0.147 -0.210
H 3.727 1.650 0.016
H 4.686 0.246 -0.459
H 4.127 0.403 1.202
*
```

Output
Expectation value of S²: 3.777
Gap between HOMO and LUMO (alpha / beta), eV: 6.71 / 6.87
Calculated total energy, Ha: -3574.3710
HOMO energy (alpha / beta), eV: -6.739 / -6.911
E_LUMO (alpha / beta), eV: -0.03 / -0.04

List of Mulliken charges in e, atom by atom:
1. Cr -0.907
2. Cl -0.228
3. C 0.204
4. C -0.809
5. C -0.322
6. N 0.980
7. C -0.267
8. O -0.769
9. C 0.624
10. C -0.620
11. C -0.408
12. C -0.892
13. C -0.032
14. N 1.000
15. C 0.132
16. C -0.786
17. C 0.068
18. Cl -0.229
19. N 0.586
20. C -0.496
21. O -0.643
22. C 1.109
23. C -0.980
24. C -0.432
25. C -0.847
26. C -0.403
27. N 0.889
28. H 0.574
29. H 0.523
30. H 0.426
31. H 0.450
32. H 0.068
33. H 0.572
34. H 0.522
35. H 0.436
36. H 0.447
37. H 0.383
38. C -1.024
39. N 0.030
40. C -0.979
41. C -0.013
42. N -0.192
43. N -0.144
44. C 0.398
45. N -0.546
46. N 0.246
47. H 0.424
48. H 0.316
49. H 0.257
50. H 0.285
51. H 0.322
52. H 0.367
53. H 0.205
54. H 0.312
55. H 0.193
56. H 0.231
57. H 0.069
58. C -1.052
59. O -0.563
60. H 0.334
61. H 0.326
62. H 0.276

---

2.
Molecular formula: C2HF3NP
Method: DFT, ωB97M-V/def2-TZVPD

ORCA input file:
```
! wB97M-V def2-TZVPD RIJCOSX def2/J DEFGRID3
* xyz 0 1
C 1.912 -0.982 0.140
C 1.517 0.733 -0.251
N 2.257 -2.030 0.406
F 2.371 1.343 0.635
F 1.994 0.782 -1.521
F -0.317 2.311 0.767
P -0.348 0.874 0.066
H -0.710 1.573 -1.214
*
```

Output
Structure (SMILES): N#CC(F)(F)PF
Gap between HOMO and LUMO, eV: 10.83
Calculated total energy, Ha: -772.4487
Energy above the lowest of the compared OMol25 structures with the same formula, charge and spin, kcal/mol: 27.0
HOMO energy, eV: -11.452
E_LUMO, eV: -0.62

List of Mulliken charges in e, atom by atom:
1. C -0.044
2. C 0.669
3. N -0.313
4. F -0.191
5. F -0.186
6. F -0.253
7. P 0.231
8. H 0.086

---

3.
Molecular formula: C5H7NO
Method: DFT, ωB97M-V/def2-TZVPD

ORCA input file:
```
! wB97M-V def2-TZVPD RIJCOSX def2/J DEFGRID3
* xyz 0 1
O -1.018 1.113 -1.305
C -0.311 1.067 -0.091
C -0.784 0.065 0.927
C -0.173 -1.245 0.577
C 0.705 -1.081 -0.649
C 1.014 0.272 -0.014
N 0.600 -0.251 1.372
H -1.299 2.014 -1.496
H -0.140 2.058 0.339
H -1.612 0.137 1.628
H -0.524 -2.169 1.026
H 0.249 -1.060 -1.643
H 1.564 -1.756 -0.616
H 1.985 0.762 -0.111
*
```

Output
Gap between HOMO and LUMO, eV: 10.33
Calculated total energy, Ha: -324.6165
Energy above the lowest of the compared OMol25 structures with the same formula, charge and spin, kcal/mol: 67.7
HOMO energy, eV: -9.571
E_LUMO, eV: 0.76

List of Mulliken charges in e, atom by atom:
1. O -0.536
2. C 0.025
3. C -0.252
4. C -0.169
5. C -0.753
6. C -0.201
7. N -0.646
8. H 0.330
9. H 0.409
10. H 0.399
11. H 0.389
12. H 0.245
13. H 0.300
14. H 0.461

---

4.
Molecular formula: C4H11NO2S
Method: DFT, ωB97M-V/def2-TZVPD

ORCA input file:
```
! wB97M-V def2-TZVPD RIJCOSX def2/J DEFGRID3
* xyz 0 1
O -2.184 0.622 0.882
C -2.869 -0.449 1.247
N -2.468 -1.665 0.868
C 0.636 -0.006 0.587
C 0.801 1.309 0.270
S 4.003 1.113 -0.508
C 1.548 -1.124 -0.109
H -3.770 -0.138 1.824
H -3.352 -2.202 0.948
H -0.300 -0.417 0.954
H 0.451 2.112 0.958
H 1.218 1.570 -0.710
H 5.277 0.918 -1.018
H 2.582 -0.741 -0.244
H 1.189 -1.292 -1.190
H 1.630 -2.041 0.556
H -1.669 0.786 -0.961
H -1.527 1.084 -2.559
O -1.195 0.559 -1.795
*
```

Output
Gap between HOMO and LUMO, eV: 2.73
Calculated total energy, Ha: -762.0957
Energy above the lowest of the compared OMol25 structures with the same formula, charge and spin, kcal/mol: 221.9
HOMO energy, eV: -8.093
E_LUMO, eV: -5.36

List of Mulliken charges in e, atom by atom:
1. O -0.660
2. C 0.075
3. N -0.565
4. C 0.450
5. C -0.573
6. S -0.230
7. C -0.590
8. H 0.371
9. H 0.232
10. H 0.180
11. H 0.249
12. H 0.337
13. H 0.151
14. H -0.037
15. H 0.239
16. H 0.307
17. H 0.375
18. H 0.291
19. O -0.603

---

5.
Molecular formula: C15H23N3O4
Method: DFT, ωB97M-V/def2-TZVPD

ORCA input file:
```
! wB97M-V def2-TZVPD RIJCOSX def2/J DEFGRID3
* xyz 0 1
C 1.851 0.659 0.783
C 0.460 1.221 0.512
C 2.589 0.058 -0.396
C 4.103 0.032 -0.296
C 4.733 0.944 -1.225
C 4.769 -0.971 0.403
C 6.167 0.777 -1.401
C 6.175 -0.997 0.352
C 6.834 -0.247 -0.567
C -1.762 0.494 -0.278
C -2.305 1.909 -0.691
C -2.586 -0.073 0.920
C -4.184 -0.214 0.766
C -4.775 -1.166 -0.415
C -6.257 -0.840 -0.311
H 0.879 -1.114 1.689
H 1.195 0.110 2.836
H 2.527 1.454 1.068
H 2.432 0.615 -1.259
H 2.143 -0.950 -0.531
H 4.134 1.724 -1.660
H 4.221 -1.640 1.155
H 6.846 1.455 -1.859
H 6.934 -1.652 1.047
H 8.627 -1.063 -0.251
H -0.013 -0.317 -0.952
H -1.954 -0.272 -1.116
H -2.142 -1.129 1.029
H -2.285 0.603 1.807
H -4.537 -0.610 1.736
H -4.720 0.827 0.585
H -4.445 -2.195 -0.530
H -4.307 -0.861 -1.373
H -6.505 -0.963 0.796
H -6.189 0.345 -0.391
H -6.579 -2.485 -1.257
H -7.940 -1.544 -1.289
H -1.633 2.491 0.981
N 1.607 -0.334 1.938
N -0.360 0.493 -0.288
N -6.936 -1.476 -1.412
O 0.044 2.129 1.318
O 8.275 -0.222 -0.667
O -2.911 2.114 -1.650
O -2.219 2.882 0.345
*
```

Output
Structure (SMILES): NCCCC[C@H](NC(=O)[C@@H](N)Cc1ccc(O)cc1)C(=O)O
Gap between HOMO and LUMO, eV: 9.01
Calculated total energy, Ha: -1050.4839
Energy above the lowest of the compared OMol25 structures with the same formula, charge and spin, kcal/mol: 123.8
HOMO energy, eV: -8.846
E_LUMO, eV: 0.17

List of Mulliken charges in e, atom by atom:
1. C 0.507
2. C 0.362
3. C -1.380
4. C 0.285
5. C -0.579
6. C -0.445
7. C -0.710
8. C -0.524
9. C 0.802
10. C -0.665
11. C 0.206
12. C -0.548
13. C -0.873
14. C -0.458
15. C -0.494
16. H 0.282
17. H 0.322
18. H 0.481
19. H 0.615
20. H 0.494
21. H 0.381
22. H 0.314
23. H 0.403
24. H 0.064
25. H 0.309
26. H 0.426
27. H 0.477
28. H 0.278
29. H 0.230
30. H 0.453
31. H 0.339
32. H 0.488
33. H 0.291
34. H 0.232
35. H 0.214
36. H 0.281
37. H 0.257
38. H 0.457
39. N -0.696
40. N -0.034
41. N -0.555
42. O -0.762
43. O -0.540
44. O -0.491
45. O -0.495

---

6.
Molecular formula: C4H7N2
Method: DFT, ωB97M-V/def2-TZVPD

ORCA input file:
```
! wB97M-V def2-TZVPD RIJCOSX def2/J DEFGRID3
* xyz 1 1
C -1.017 0.690 2.565
C -0.376 0.309 1.382
C 1.632 0.073 -1.770
C -0.612 -0.814 -2.290
N 0.032 -0.091 0.409
N 0.358 -0.384 -1.824
H -2.094 0.779 2.308
H 1.474 0.948 -1.322
H 2.206 -0.058 -2.636
H 2.195 -0.518 -1.107
H -1.577 -1.056 -2.293
H -0.836 0.117 3.388
H -0.802 1.688 2.924
*
```

Output
Gap between HOMO and LUMO, eV: 11.03
Calculated total energy, Ha: -265.7522
Energy above the lowest of the compared OMol25 structures with the same formula, charge and spin, kcal/mol: 98.1
HOMO energy, eV: -15.763
E_LUMO, eV: -4.74

List of Mulliken charges in e, atom by atom:
1. C -1.036
2. C 0.334
3. C -0.719
4. C 0.035
5. N -0.238
6. N 0.097
7. H 0.263
8. H 0.379
9. H 0.415
10. H 0.367
11. H 0.462
12. H 0.330
13. H 0.312

---

7.
Molecular formula: C2H7N2O2
Method: DFT, ωB97M-V/def2-TZVPD

ORCA input file:
```
! wB97M-V def2-TZVPD RIJCOSX def2/J DEFGRID3
* xyz 1 1
C 0.377 -0.900 0.646
C 1.244 -0.491 -0.427
N -0.035 -0.544 1.932
N -0.262 -0.639 -0.583
O 0.238 -1.887 1.483
O -1.449 1.655 -0.991
H 2.013 -1.140 -0.685
H 1.505 0.593 -0.336
H 0.605 -0.130 2.714
H -0.805 -1.356 -1.098
H -0.873 0.364 -0.768
H -1.305 2.112 -0.146
H -1.253 2.364 -1.743
*
```

Output
Gap between HOMO and LUMO, eV: 10.94
Calculated total energy, Ha: -339.9675
Energy above the lowest of the compared OMol25 structures with the same formula, charge and spin, kcal/mol: 133.4
HOMO energy, eV: -14.522
E_LUMO, eV: -3.58

List of Mulliken charges in e, atom by atom:
1. C 0.742
2. C -0.421
3. N -0.447
4. N -0.172
5. O -0.320
6. O -0.695
7. H 0.317
8. H 0.250
9. H 0.306
10. H 0.339
11. H 0.312
12. H 0.390
13. H 0.399

---

8.
Molecular formula: C18H58O11
Method: DFT, ωB97M-V/def2-TZVPD

ORCA input file:
```
! wB97M-V def2-TZVPD RIJCOSX def2/J DEFGRID3
* xyz 0 1
C -0.469 0.204 1.849
C -0.977 -0.535 0.620
O -1.903 -1.538 1.078
H 0.313 0.897 1.541
H 0.039 -0.550 2.452
H -1.251 0.657 2.448
H -0.185 -0.943 -0.017
H -1.497 0.178 -0.034
H -2.332 -1.829 0.255
C -1.891 -4.425 -2.332
C -2.278 -2.968 -2.452
O -3.326 -2.615 -1.534
H -2.727 -5.025 -2.719
H -1.886 -4.687 -1.274
H -1.009 -4.749 -2.875
H -2.664 -2.695 -3.440
H -1.446 -2.284 -2.283
H -4.080 -3.194 -1.691
C 1.619 -2.258 -2.396
C 3.017 -1.981 -2.885
O 3.000 -1.461 -4.219
H 1.093 -2.846 -3.153
H 1.006 -1.356 -2.265
H 1.587 -2.674 -1.386
H 3.544 -2.940 -2.903
H 3.491 -1.236 -2.251
H 2.495 -2.063 -4.773
O -4.573 -0.688 0.231
H -4.279 -1.143 -0.579
H -5.532 -0.636 0.156
O 0.031 -3.940 0.336
H -0.363 -3.330 0.973
H 0.939 -4.058 0.643
O -2.140 3.238 1.834
H -2.743 2.485 1.796
H -2.574 3.930 1.322
O -3.608 -3.388 2.346
H -2.836 -2.828 2.154
H -4.327 -2.963 1.865
C 2.110 -2.252 2.950
C 1.618 -3.244 3.978
C 0.244 -2.875 4.511
O 1.537 -4.468 3.246
H 3.062 -2.557 2.519
H 2.213 -1.225 3.309
H 1.383 -2.150 2.140
H 2.330 -3.337 4.805
H -0.488 -2.756 3.706
H 0.256 -1.943 5.081
H -0.220 -3.623 5.161
H 1.034 -5.160 3.682
C 1.708 1.424 -1.076
C 3.119 1.940 -0.801
C 3.236 3.423 -1.140
O 3.348 1.661 0.602
H 1.311 1.664 -2.067
H 1.034 1.901 -0.359
H 1.644 0.344 -0.956
H 3.920 1.364 -1.269
H 2.667 3.926 -0.354
H 2.756 3.593 -2.104
H 4.250 3.813 -1.187
H 2.635 2.147 1.051
C -2.130 0.868 -2.749
C -1.545 1.916 -3.686
C -0.293 1.405 -4.406
O -2.520 2.201 -4.685
H -2.734 1.401 -2.003
H -1.382 0.312 -2.189
H -2.870 0.261 -3.267
H -1.286 2.825 -3.140
H -0.430 0.451 -4.922
H 0.651 1.348 -3.860
H -0.070 2.076 -5.247
H -2.570 3.147 -4.839
C 1.104 5.632 1.657
C 1.448 4.588 2.708
C 0.690 4.786 4.019
O 1.128 3.266 2.217
H 1.473 5.447 0.656
H 1.272 6.659 1.994
H 0.001 5.647 1.653
H 2.513 4.603 2.951
H 1.010 4.047 4.750
H -0.394 4.653 3.924
H 0.794 5.814 4.380
H 0.156 3.273 2.214
*
```

Output
Structure (SMILES): CC(C)O.CC(C)O.CC(C)O.CC(C)O.CCO.CCO.CCO.O.O.O.O
Gap between HOMO and LUMO, eV: 10.02
Calculated total energy, Ha: -1548.1831
Energy above the lowest of the compared OMol25 structures with the same formula, charge and spin, kcal/mol: 31.5
HOMO energy, eV: -9.832
E_LUMO, eV: 0.18

List of Mulliken charges in e, atom by atom:
1. C -0.563
2. C 1.363
3. O -0.439
4. H -0.340
5. H -0.285
6. H 0.416
7. H -0.037
8. H -0.258
9. H -0.034
10. C -1.238
11. C 0.277
12. O -0.453
13. H 0.415
14. H 0.287
15. H 0.325
16. H 0.416
17. H -0.232
18. H 0.219
19. C -0.015
20. C -0.415
21. O -0.530
22. H 0.409
23. H -0.376
24. H 0.111
25. H 0.321
26. H 0.239
27. H 0.308
28. O -0.549
29. H 0.364
30. H 0.266
31. O -0.599
32. H 0.267
33. H 0.294
34. O -0.550
35. H 0.273
36. H 0.270
37. O -0.696
38. H 0.405
39. H 0.316
40. C -0.816
41. C 0.625
42. C -1.181
43. O -0.521
44. H 0.358
45. H 0.426
46. H -0.224
47. H 0.230
48. H 0.151
49. H 0.345
50. H 0.416
51. H 0.298
52. C 0.093
53. C 0.062
54. C -0.663
55. O -0.604
56. H -0.337
57. H 0.158
58. H 0.131
59. H 0.405
60. H -0.299
61. H 0.315
62. H 0.351
63. H 0.243
64. C -0.735
65. C 0.451
66. C -1.265
67. O -0.576
68. H 0.304
69. H -0.094
70. H 0.430
71. H 0.307
72. H 0.287
73. H 0.317
74. H 0.328
75. H 0.335
76. C -1.062
77. C 0.357
78. C -1.399
79. O -0.221
80. H 0.220
81. H 0.372
82. H 0.210
83. H 0.318
84. H 0.347
85. H 0.333
86. H 0.388
87. H 0.131